The following is a quantum chemistry calculation of a cluster of 13 separate species, C74H64Br2N12O24 in total in a non-equilibrium geometry, from the OMol25 dataset.

Geometry as XYZ:
```
176
Properties=species:S:1:pos:R:3:lowdin_charge:R:1
Br 1.3668 -10.4259 -8.1391 0.553
C 0.6447 -10.3012 -6.2672 -0.719
C 0.1480 -11.6013 -5.8022 -0.649
Br -0.0316 -11.2907 -3.8354 0.593
H -0.1027 -9.5113 -6.3414 0.056
H 1.5258 -9.9682 -5.7188 0.038
H 0.9308 -12.3451 -5.9503 0.057
H -0.7897 -11.9288 -6.2511 0.072
C -12.6695 -6.9068 1.9758 -0.093
C -12.8951 -6.6200 3.3064 -0.056
C -11.8535 -6.0198 4.0381 0.009
C -10.6294 -5.7118 3.4452 -0.177
C -10.3853 -6.0853 2.1379 0.018
C -11.4543 -6.6606 1.3591 -0.043
N -9.6325 -5.0925 4.2659 -0.346
O -9.8888 -4.7108 5.4031 0.078
O -8.5112 -5.0178 3.7719 0.066
H -13.4542 -7.3530 1.3829 0.106
H -13.8033 -6.9006 3.8192 0.108
H -11.9525 -5.8929 5.1060 0.116
H -9.3617 -6.0421 1.7964 0.113
H -11.1750 -6.9836 0.3670 0.102
C 2.9005 7.3895 6.0167 -0.087
C 2.6735 8.5502 5.3562 -0.094
C 3.3428 9.6994 5.6797 0.008
C 4.3326 9.5993 6.6656 -0.137
C 4.6548 8.3551 7.2615 0.004
C 3.9388 7.2247 6.9191 -0.061
N 5.0411 10.7282 7.2109 -0.312
O 5.6543 10.5286 8.2688 0.059
O 4.9549 11.8587 6.6291 0.048
H 2.3788 6.5270 5.6291 0.109
H 1.9109 8.6931 4.6049 0.113
H 3.0509 10.6089 5.1757 0.124
H 5.3759 8.1372 8.0354 0.118
H 4.1685 6.2410 7.3011 0.110
C -0.8514 -2.7310 -0.1316 -0.073
C -0.1621 -2.5792 -1.3698 -0.045
C 0.4133 -1.3254 -1.6920 -0.012
C 0.2556 -0.2438 -0.8353 -0.122
C -0.6145 -0.4149 0.2394 -0.021
C -1.1144 -1.6384 0.6734 -0.069
N 0.8566 1.1038 -1.2077 -0.297
O 1.4171 1.2162 -2.3119 0.055
O 0.8618 2.0466 -0.3763 0.047
H -1.3344 -3.6831 0.0316 0.101
H 0.0693 -3.4467 -1.9699 0.100
H 1.0005 -1.2328 -2.5937 0.112
H -0.8304 0.4502 0.8487 0.114
H -1.6252 -1.7195 1.6215 0.110
C 7.3946 0.6503 -0.6790 -0.115
C 6.8547 1.6055 0.1945 -0.033
C 7.2107 2.9520 -0.0896 0.000
C 8.1292 3.3132 -1.0682 -0.166
C 8.6566 2.3436 -1.8846 0.020
C 8.2617 0.9662 -1.6662 -0.063
N 8.5267 4.7199 -1.2559 -0.347
O 9.7048 4.9139 -1.4090 0.094
O 7.7596 5.6140 -0.9045 0.070
H 7.0669 -0.3788 -0.6718 0.105
H 6.1213 1.2821 0.9184 0.103
H 6.8118 3.7207 0.5556 0.113
H 9.4132 2.5616 -2.6238 0.115
H 8.6190 0.1106 -2.2201 0.105
C -9.2590 -0.4567 -3.6462 -0.064
C -9.2285 -0.0999 -4.9958 -0.050
C -8.0189 0.4732 -5.4960 0.017
C -6.9357 0.7164 -4.6444 -0.151
C -7.0702 0.3965 -3.3304 -0.051
C -8.1308 -0.2749 -2.8046 -0.055
N -5.7243 1.4338 -5.1130 -0.298
O -4.8524 1.8483 -4.2981 0.049
O -5.6414 1.6155 -6.3407 0.058
H -10.2200 -0.8064 -3.2991 0.100
H -10.1332 -0.1405 -5.5841 0.104
H -7.9383 0.7810 -6.5281 0.111
H -6.2330 0.5622 -2.6686 0.121
H -8.1650 -0.4076 -1.7334 0.109
C -5.2055 -0.6636 12.8188 -0.064
C -3.9888 -0.3813 12.1974 -0.068
C -4.0169 0.0254 10.8759 -0.019
C -5.2109 0.2198 10.1852 -0.106
C -6.4423 0.0619 10.9003 -0.009
C -6.4168 -0.3329 12.1965 -0.085
N -5.2609 0.6546 8.7556 -0.334
O -6.3669 0.8494 8.3190 0.086
O -4.1736 0.9098 8.1794 0.046
H -5.2280 -1.0390 13.8312 0.104
H -3.0784 -0.5740 12.7456 0.107
H -3.0427 0.1078 10.4170 0.116
H -7.4185 0.0652 10.4384 0.118
H -7.2974 -0.5539 12.7813 0.109
C 9.4714 0.1456 -9.5741 -0.105
C 8.5068 0.1233 -8.6208 -0.061
C 7.9561 -1.1410 -8.1761 0.031
C 8.4973 -2.3520 -8.6305 -0.152
C 9.6169 -2.2556 -9.4976 0.010
C 10.0643 -1.0247 -10.0451 -0.049
N 7.9722 -3.6460 -8.3134 -0.382
O 7.0147 -3.7331 -7.5436 0.064
O 8.4473 -4.5942 -8.8298 0.108
H 9.7707 1.0876 -10.0095 0.108
H 8.1465 1.0607 -8.2234 0.105
H 7.2269 -1.1911 -7.3810 0.110
H 10.1622 -3.1335 -9.8115 0.110
H 10.8578 -1.0596 -10.7769 0.104
C -0.5799 -9.3526 5.7271 -0.086
C -0.7286 -10.3184 4.7405 -0.066
C -0.1709 -11.5927 4.9065 -0.004
C 0.4590 -11.9253 6.1163 -0.098
C 0.5547 -10.9054 7.1378 0.004
C -0.0127 -9.6880 6.9251 -0.100
N 1.0818 -13.2709 6.2781 -0.368
O 1.5547 -13.8453 5.3127 0.074
O 1.3025 -13.6585 7.3843 0.089
H -1.2150 -8.4798 5.6888 0.109
H -1.2658 -10.0177 3.8531 0.105
H -0.1437 -12.2493 4.0494 0.115
H 1.1248 -11.2101 8.0030 0.114
H -0.0020 -8.9306 7.6950 0.112
C 2.0588 -1.4812 -10.1863 -0.055
C 2.8158 -1.1411 -11.3261 -0.053
C 3.1443 0.2075 -11.4401 -0.025
C 2.5552 1.1945 -10.6601 -0.117
C 1.6800 0.8570 -9.5890 -0.011
C 1.4619 -0.4770 -9.3775 -0.079
N 2.8187 2.6419 -10.9641 -0.358
O 2.9201 3.4274 -10.0770 0.099
O 3.0635 2.9372 -12.1401 0.055
H 1.6447 -2.4765 -10.1197 0.099
H 3.2493 -1.8880 -11.9746 0.107
H 3.8502 0.4720 -12.2136 0.116
H 1.3516 1.6379 -8.9191 0.118
H 0.7865 -0.6837 -8.5605 0.105
C 6.4163 -6.4086 1.9405 -0.070
C 6.0806 -6.7018 0.6082 -0.089
C 7.0622 -6.6527 -0.2843 -0.029
C 8.3993 -6.3201 0.0779 -0.103
C 8.6982 -6.0133 1.4704 0.018
C 7.6878 -6.0939 2.4222 -0.065
N 9.4703 -6.2400 -0.8927 -0.369
O 10.4490 -5.5610 -0.6427 0.078
O 9.2476 -6.7571 -1.9744 0.076
H 5.5881 -6.5585 2.6172 0.100
H 5.0479 -6.9020 0.3633 0.114
H 6.8190 -7.0143 -1.2725 0.120
H 9.7255 -5.8168 1.7396 0.110
H 7.9288 -6.0521 3.4741 0.107
C -0.1576 10.7989 -1.0323 -0.085
C 1.2278 10.7754 -1.2938 -0.051
C 1.9982 11.8969 -0.8788 -0.005
C 1.4228 12.9768 -0.1905 -0.116
C 0.0176 12.9358 0.0745 0.005
C -0.7285 11.8000 -0.2701 -0.078
N 2.2556 14.1305 0.2861 -0.339
O 3.4176 14.2074 -0.0873 0.077
O 1.7366 14.8633 1.1303 0.062
H -0.7550 9.9521 -1.3361 0.102
H 1.6991 9.9482 -1.8036 0.103
H 3.0130 11.8224 -1.2407 0.111
H -0.4226 13.8628 0.4110 0.111
H -1.7985 11.7692 -0.1268 0.104
C -6.3768 6.8852 2.2860 -0.078
C -6.7159 7.7126 3.3468 -0.071
C -7.7931 8.5665 3.2168 0.014
C -8.4624 8.6724 1.9632 -0.139
C -8.1111 7.8442 0.9397 -0.019
C -7.0669 6.9494 1.0883 -0.066
N -9.6170 9.5456 1.7577 -0.346
O -10.2216 9.6364 0.7084 0.085
O -9.9155 10.2211 2.7437 0.057
H -5.4975 6.2770 2.4387 0.107
H -6.0898 7.6334 4.2233 0.109
H -8.1172 9.2078 4.0231 0.114
H -8.5023 7.8906 -0.0659 0.123
H -6.7097 6.3033 0.3000 0.108
```

As for the lowest unoccupied orbital energy: -0.98 eV. Its spin multiplicity is 1. The value obtained for the largest force on an atom is 0.076 Eh/bohr. For the HOMO-LUMO gap, the calculation gives 8.915 eV.